1.
Entry from the Open Molecules 2025 dataset: a structure of composition C15H21N3NiO11 in a non-equilibrium geometry (wB97M-V/def2-TZVPD).

Geometry (Å):
Ni  -0.8816  -0.4385  -0.4365
N  0.4011  1.0322  -3.1034
O  0.6608  -0.0461  -3.6684
O  -0.0223  0.9455  -1.9175
O  0.6103  2.1004  -3.6814
N  -3.0196  -0.3113  -2.8302
O  -4.2042  -0.4154  -3.1713
O  -2.1578  -0.9139  -3.4874
O  -2.6773  0.0406  -1.7041
C  -0.6507  -4.2552  -2.0828
C  -0.8263  -3.0960  -1.3557
C  -2.0521  -2.9220  -0.3698
O  -2.0047  -1.9504  0.3786
C  -3.2055  -3.7872  -0.6567
C  -3.0533  -4.8187  -1.5292
C  -1.7147  -5.1197  -2.1582
O  -1.3896  -6.1750  -2.8481
O  -4.1585  -5.3998  -1.9427
O  -0.1618  -2.0329  -1.4572
H  0.3324  -4.4666  -2.4768
H  -4.1839  -3.5375  -0.2736
C  2.6883  -0.3523  -0.0398
C  2.1720  0.7854  0.9668
C  2.3659  2.0964  0.1245
C  1.8414  3.3333  0.8047
C  0.3918  3.1493  1.0574
C  -0.1254  1.8662  1.7721
N  0.6702  0.7043  1.1680
O  0.2332  -0.5059  1.4323
C  -0.0103  2.0321  3.2767
C  -1.5985  1.6457  1.2952
C  3.0128  0.8131  2.2346
H  3.7782  -0.3605  -0.0525
H  2.3618  -0.1175  -1.0529
H  2.3929  -1.3488  0.2886
H  3.4198  2.1854  -0.1389
H  1.9371  1.9993  -0.8729
H  1.9951  4.2274  0.2004
H  2.2743  3.5786  1.7745
H  0.0001  3.0689  0.0434
H  0.0416  4.0059  1.6332
H  -0.6850  2.7244  3.7805
H  -0.1234  1.1004  3.8310
H  0.9704  2.3684  3.6133
H  -1.7786  1.8551  0.2408
H  -2.0795  0.7364  1.6555
H  -2.2453  2.4025  1.7391
H  2.8463  -0.0190  2.9186
H  2.8323  1.7879  2.6877
H  4.0781  0.5917  2.1688
H  0.7017  -0.7865  2.2219

Summary:
**Spin multiplicity**: 3
**ΔE to the lowest compared entry with this formula, charge and spin**: 78.27 kcal per mole
**Charge**: -2
**HOMO level (alpha / beta)**: -1.3 / -1.3 eV

***

2.
Entry from the Open Molecules 2025 dataset: a structure of composition C15H21N3O3 in a non-equilibrium geometry (wB97M-V/def2-TZVPD).

Geometry (Å):
C  3.8735  3.0856  -0.3691
N  3.2847  1.8508  -0.1237
C  4.1064  1.0809  0.6784
C  3.1909  -0.2687  1.0850
N  2.7581  -1.1228  -0.2361
C  1.8494  -0.1798  -0.8564
C  2.6171  1.0143  -1.1418
H  2.0602  1.8249  -2.0338
H  3.5196  0.8488  -2.0106
H  1.6414  -0.6910  -1.8083
H  0.9353  0.4369  -0.3583
C  2.1262  -2.1822  0.0202
C  0.9207  -2.5888  0.7854
C  -0.2646  -1.9592  0.0561
O  -0.3959  -2.4607  -1.2485
N  -1.2867  -1.3002  0.7739
C  -2.4075  -0.9601  0.2194
C  -2.9027  -1.0601  -1.0590
C  -3.9910  -0.4245  -1.6504
C  -4.9083  0.2000  -0.5732
C  -4.5024  0.3632  0.5310
C  -3.3662  0.0022  1.2318
H  -2.9417  0.1947  2.1497
O  -5.4776  1.1201  1.4759
C  -6.4621  1.4590  0.1357
O  -6.0345  0.7402  -0.8750
H  -7.3758  0.6410  0.7531
H  -6.5841  2.5336  0.2234
H  -4.5004  -0.7329  -2.4876
H  -2.1940  -1.5901  -1.7437
H  -1.0192  -0.9074  1.5593
H  0.7483  -3.4807  1.0528
H  0.9582  -1.7664  1.8283
H  2.0639  -2.8635  -0.8823
H  2.9708  -2.9043  0.6603
H  3.7914  -0.6947  1.7651
H  2.2988  0.1140  1.5359
H  4.2511  1.5617  1.8646
H  4.8360  0.7019  0.1856
H  3.0431  3.8487  -0.9437
H  4.1653  3.5313  0.6254
H  4.6043  2.9842  -0.7947

Summary:
**ΔE to the lowest compared entry with this formula, charge and spin**: 467.41 kcal per mole
**Charge**: 0
**HOMO level**: -7.8 eV

***

3.
Entry from the Open Molecules 2025 dataset: a structure of composition C15H21N3O6P2 in a non-equilibrium geometry (wB97M-V/def2-TZVPD).

Geometry (Å):
C  1.2547  3.9451  -0.7475
C  0.3182  3.5461  0.1049
O  -0.4788  2.8714  1.1145
P  -0.7347  1.2344  0.6355
O  -0.9005  1.1375  -0.9160
O  -2.3272  0.7393  1.2763
C  -3.2674  1.0944  0.2118
C  -3.9291  0.0696  -0.7759
C  -4.8709  0.5794  -1.8885
N  -5.3071  1.9071  -2.2461
C  -4.7132  2.8023  -1.2842
C  -3.7542  2.5533  -0.0992
O  0.5313  0.1503  1.0555
P  1.7090  0.3412  -0.2411
O  1.5301  -0.9021  -1.4151
O  3.3026  0.2644  0.4214
H  2.2513  4.3299  -1.2011
H  -3.7077  -1.0573  -0.6694
H  -5.3204  -0.2523  -2.5759
H  -5.0187  3.9192  -1.4460
H  -3.3694  3.4360  0.5361
H  1.6290  -0.5395  -2.3369
H  3.8864  0.8091  -0.1732
C  3.4889  -3.8102  -2.9481
C  3.7537  -3.7149  -4.4473
C  3.6227  -2.2883  -4.9852
C  2.2234  -1.7798  -4.7502
N  1.1094  -1.3768  -4.5633
H  2.4659  -3.5145  -2.6993
H  3.6215  -4.8394  -2.6038
H  4.1783  -3.1715  -2.3866
H  3.0559  -4.3753  -4.9734
H  4.7633  -4.0834  -4.6542
H  3.8345  -2.2699  -6.0579
H  4.3346  -1.6230  -4.4875
C  -0.7993  1.2547  6.2280
C  -0.9792  -0.1921  5.7792
C  -0.3379  -0.4781  4.4194
C  -0.9683  0.3947  3.3649
N  -1.4797  1.0989  2.5064
H  -1.2855  1.9536  5.5418
H  -1.2469  1.4048  7.2142
H  0.2617  1.5163  6.2919
H  -2.0498  -0.4205  5.7400
H  -0.5363  -0.8546  6.5290
H  -0.4821  -1.5288  4.1499
H  0.7377  -0.2808  4.4521

Summary:
**Charge**: 0
**HOMO level**: -8.3 eV

***

Listing total energy for the structures above in their given order: -83921.8563 -26490.1465 -51216.3067 eV.